{"formula": "C25H50B3NO21", "method": "ωB97M-V/def2-TZVPD", "elements": ["C", "C", "C", "O", "O", "C", "C", "B", "O", "B", "C", "C", "O", "O", "B", "N", "C", "C", "C", "O", "H", "H", "H", "H", "H", "H", "H", "H", "H", "H", "H", "H", "H", "H", "H", "H", "H", "H", "H", "H", "C", "O", "C", "O", "O", "C", "H", "H", "H", "H", "H", "H", "C", "O", "C", "O", "O", "C", "H", "H", "H", "H", "H", "H", "C", "O", "C", "O", "O", "C", "H", "H", "H", "H", "H", "H", "C", "O", "C", "O", "O", "C", "H", "H", "H", "H", "H", "H", "C", "O", "C", "O", "O", "C", "H", "H", "H", "H", "H", "H"], "xyz": [[3.000, -2.474, 5.943], [2.802, -2.424, 4.425], [3.773, -1.513, 3.721], [4.891, -1.901, 3.390], [3.384, -0.241, 3.388], [2.772, 0.503, 4.431], [1.936, 1.629, 3.785], [0.456, 1.131, 3.737], [-0.356, 1.065, 4.858], [-1.198, -0.027, 4.711], [-2.699, 0.015, 5.168], [-3.322, -1.355, 5.187], [-2.620, -2.155, 6.141], [-0.661, -1.135, 4.053], [-0.275, -0.771, 2.757], [-0.062, -1.732, 1.751], [-0.961, -2.618, 1.536], [-0.765, -4.044, 1.932], [-2.238, -2.254, 0.844], [-0.095, 0.610, 2.566], [2.633, -3.427, 6.304], [4.049, -2.423, 6.205], [2.436, -1.712, 6.464], [3.011, -3.412, 4.037], [1.764, -2.214, 4.192], [2.139, -0.122, 5.052], [3.511, 0.960, 5.084], [2.071, 2.568, 4.304], [2.277, 1.734, 2.762], [-2.828, 0.537, 6.109], [-3.205, 0.608, 4.404], [-3.229, -1.809, 4.201], [-4.379, -1.341, 5.447], [-2.918, -3.053, 6.016], [-1.653, -4.442, 2.406], [0.078, -4.118, 2.603], [-0.525, -4.613, 1.034], [-2.006, -1.857, -0.136], [-2.908, -3.103, 0.763], [-2.754, -1.477, 1.400], [5.262, 1.140, 1.492], [5.302, 2.454, 0.910], [5.445, 2.467, -0.406], [5.539, 1.504, -1.121], [5.459, 3.734, -0.816], [5.619, 3.883, -2.228], [5.143, 1.276, 2.557], [4.419, 0.577, 1.106], [6.191, 0.608, 1.301], [4.799, 3.406, -2.760], [6.571, 3.469, -2.556], [5.606, 4.948, -2.438], [2.117, 1.638, -3.806], [1.485, 1.647, -5.087], [1.620, 2.793, -5.748], [2.208, 3.765, -5.360], [0.992, 2.676, -6.915], [1.060, 3.844, -7.735], [1.938, 0.658, -3.375], [3.189, 1.793, -3.907], [1.686, 2.398, -3.158], [2.093, 4.079, -7.983], [0.594, 4.691, -7.237], [0.513, 3.610, -8.643], [-7.868, -3.460, 2.067], [-6.817, -2.523, 2.321], [-7.075, -1.291, 1.895], [-8.081, -0.933, 1.346], [-6.025, -0.525, 2.176], [-6.160, 0.838, 1.765], [-7.529, -4.413, 2.461], [-8.781, -3.160, 2.578], [-8.049, -3.551, 0.998], [-7.001, 1.309, 2.269], [-6.284, 0.902, 0.686], [-5.239, 1.336, 2.053], [9.567, 2.494, -7.197], [9.477, 2.334, -5.781], [8.557, 1.453, -5.389], [7.838, 0.822, -6.115], [8.575, 1.400, -4.063], [7.627, 0.487, -3.495], [10.345, 3.230, -7.372], [9.841, 1.555, -7.673], [8.625, 2.857, -7.603], [7.826, -0.530, -3.827], [6.612, 0.777, -3.755], [7.743, 0.547, -2.418], [-8.413, -1.899, -5.160], [-9.260, -1.045, -4.391], [-8.998, -1.047, -3.085], [-8.138, -1.690, -2.544], [-9.847, -0.219, -2.490], [-9.675, -0.123, -1.070], [-8.735, -1.799, -6.192], [-7.374, -1.590, -5.072], [-8.522, -2.935, -4.844], [-8.686, 0.252, -0.828], [-9.830, -1.088, -0.597], [-10.424, 0.578, -0.715]], "gap_ev": 9.37, "total_charge": 0, "e_tot_ev": -73259.9073}



{"formula": "C25H50BCl4CuF4NO7S3", "method": "ωB97M-V/def2-TZVPD", "elements": ["Cu", "C", "C", "C", "C", "C", "C", "N", "O", "C", "C", "C", "H", "H", "H", "H", "H", "H", "H", "H", "H", "H", "H", "H", "H", "H", "H", "H", "H", "H", "B", "F", "F", "F", "F", "C", "C", "C", "S", "O", "O", "C", "H", "H", "H", "H", "H", "H", "H", "H", "C", "C", "C", "S", "O", "O", "C", "H", "H", "H", "H", "H", "H", "H", "H", "C", "C", "C", "S", "O", "O", "C", "H", "H", "H", "H", "H", "H", "H", "H", "Cl", "C", "C", "Cl", "H", "H", "H", "H", "Cl", "C", "C", "Cl", "H", "H", "H", "H"], "xyz": [[10.999, -20.682, 14.350], [10.608, -17.441, 13.307], [10.533, -16.697, 14.649], [9.630, -15.503, 14.344], [9.092, -14.722, 15.546], [8.332, -15.694, 16.432], [9.180, -16.929, 16.836], [9.883, -17.507, 15.689], [10.376, -18.809, 15.849], [8.119, -17.899, 17.417], [10.120, -16.550, 18.004], [11.968, -16.277, 14.990], [9.624, -17.825, 13.036], [11.315, -18.258, 13.467], [10.936, -16.747, 12.532], [8.773, -15.791, 13.724], [10.116, -14.832, 13.626], [8.413, -13.885, 15.372], [9.992, -14.305, 16.009], [7.351, -15.887, 15.996], [8.131, -15.147, 17.359], [7.407, -17.443, 18.107], [8.534, -18.805, 17.864], [7.483, -18.321, 16.632], [9.651, -15.788, 18.633], [11.053, -16.116, 17.642], [10.377, -17.398, 18.637], [12.033, -15.669, 15.897], [12.452, -15.593, 14.285], [12.562, -17.178, 15.149], [13.826, -20.431, 13.973], [13.188, -19.359, 14.587], [12.912, -21.355, 13.470], [14.562, -19.880, 12.863], [14.646, -20.958, 14.968], [14.948, -24.050, 18.008], [14.861, -24.063, 16.467], [13.425, -23.850, 15.979], [12.636, -22.970, 17.350], [11.767, -23.871, 18.110], [12.228, -21.637, 16.912], [14.165, -22.813, 18.405], [15.986, -23.965, 18.325], [14.495, -24.973, 18.374], [15.190, -25.033, 16.087], [15.623, -23.417, 16.029], [12.873, -24.761, 15.761], [13.364, -23.195, 15.113], [13.866, -22.683, 19.441], [14.711, -21.963, 17.993], [15.534, -23.223, 10.748], [15.279, -24.619, 10.148], [15.949, -25.550, 11.163], [15.711, -24.832, 12.810], [17.004, -24.797, 13.450], [14.560, -25.503, 13.405], [15.093, -23.185, 12.218], [15.098, -22.402, 10.178], [16.614, -23.067, 10.667], [15.780, -24.731, 9.188], [14.239, -24.922, 10.019], [17.014, -25.516, 10.929], [15.677, -26.599, 11.255], [15.388, -22.348, 12.850], [14.005, -23.105, 12.217], [16.030, -15.781, 11.060], [15.057, -16.952, 11.064], [13.797, -16.345, 11.672], [13.573, -14.721, 10.856], [13.351, -13.680, 11.855], [12.695, -14.899, 9.706], [15.349, -14.690, 10.261], [16.881, -16.235, 10.542], [16.353, -15.419, 12.037], [15.367, -17.772, 11.710], [14.826, -17.225, 10.037], [13.950, -16.145, 12.733], [12.859, -16.892, 11.579], [15.756, -13.683, 10.264], [15.324, -15.031, 9.224], [14.119, -19.781, 9.616], [12.479, -20.090, 10.287], [11.367, -19.727, 9.347], [11.103, -17.933, 9.190], [12.298, -19.464, 11.160], [12.446, -21.154, 10.508], [10.423, -20.167, 9.664], [11.584, -20.100, 8.347], [19.371, -19.884, 13.696], [17.603, -19.817, 13.911], [17.101, -18.347, 13.987], [17.760, -17.649, 15.511], [17.334, -20.411, 14.779], [17.125, -20.294, 13.055], [16.031, -18.299, 14.163], [17.479, -17.747, 13.164]], "gap_ev": 4.59, "total_charge": -1, "e_tot_ev": -181344.6264}



{"formula": "C25H50Br18ClINO2S", "method": "ωB97M-V/def2-TZVPD", "elements": ["C", "C", "I", "C", "N", "C", "C", "C", "C", "S", "O", "O", "Cl", "H", "H", "H", "H", "H", "H", "H", "H", "H", "H", "H", "H", "H", "H", "Br", "C", "C", "Br", "H", "H", "H", "H", "Br", "C", "C", "Br", "H", "H", "H", "H", "Br", "C", "C", "Br", "H", "H", "H", "H", "Br", "C", "C", "Br", "H", "H", "H", "H", "Br", "C", "C", "Br", "H", "H", "H", "H", "Br", "C", "C", "Br", "H", "H", "H", "H", "Br", "C", "C", "Br", "H", "H", "H", "H", "Br", "C", "C", "Br", "H", "H", "H", "H", "Br", "C", "C", "Br", "H", "H", "H", "H"], "xyz": [[-2.725, -4.712, -0.260], [-2.973, -4.244, 1.187], [-5.143, -3.882, 1.400], [-2.279, -2.858, 1.356], [-1.054, -2.982, 2.088], [0.112, -2.779, 1.270], [0.243, -1.353, 0.629], [0.034, -1.457, -0.920], [-0.973, -0.374, -1.331], [-1.590, -0.543, -3.041], [-3.028, -0.562, -3.152], [-1.096, 0.547, -3.839], [-0.922, -2.309, -3.864], [-2.787, -5.797, -0.378], [-1.705, -4.394, -0.504], [-3.401, -4.200, -0.946], [-2.627, -4.965, 1.919], [-2.959, -2.186, 1.909], [-2.194, -2.427, 0.339], [0.250, -3.573, 0.500], [0.973, -2.885, 1.946], [1.230, -0.918, 0.805], [-0.563, -0.740, 1.037], [-0.448, -2.411, -1.144], [0.972, -1.361, -1.464], [-1.842, -0.376, -0.676], [-0.520, 0.615, -1.254], [-3.248, 1.363, -1.985], [-4.217, 2.909, -1.262], [-3.965, 3.112, 0.209], [-4.954, 1.826, 1.290], [-5.263, 2.748, -1.501], [-3.842, 3.769, -1.822], [-4.325, 4.084, 0.530], [-2.919, 3.010, 0.479], [-0.940, 2.853, -2.972], [0.506, 4.130, -3.294], [1.367, 4.307, -2.072], [0.490, 5.426, -0.735], [0.051, 5.060, -3.624], [1.090, 3.704, -4.109], [2.288, 4.832, -2.320], [1.610, 3.367, -1.586], [5.205, 2.770, -2.766], [6.483, 4.130, -2.217], [5.876, 5.084, -1.225], [4.685, 6.352, -2.091], [6.832, 4.622, -3.120], [7.306, 3.582, -1.763], [6.648, 5.691, -0.758], [5.297, 4.582, -0.455], [-3.903, -7.189, 3.169], [-2.454, -6.751, 4.386], [-2.949, -6.637, 5.804], [-3.902, -4.968, 6.099], [-1.996, -5.834, 4.018], [-1.743, -7.570, 4.297], [-2.111, -6.616, 6.498], [-3.627, -7.439, 6.078], [6.613, 8.534, -5.545], [7.199, 9.317, -3.865], [8.625, 8.950, -3.552], [8.760, 7.120, -2.914], [6.501, 8.985, -3.102], [7.105, 10.392, -4.001], [9.007, 9.566, -2.740], [9.284, 9.036, -4.409], [-7.560, -7.240, 1.905], [-8.582, -5.790, 2.687], [-8.143, -5.509, 4.098], [-8.827, -6.845, 5.343], [-9.630, -6.061, 2.610], [-8.383, -4.927, 2.053], [-8.552, -4.562, 4.443], [-7.062, -5.498, 4.207], [-4.889, 6.926, 0.273], [-4.187, 7.571, 1.968], [-2.783, 7.086, 2.214], [-2.742, 5.221, 2.764], [-4.883, 7.254, 2.738], [-4.204, 8.655, 1.887], [-2.335, 7.635, 3.040], [-2.147, 7.169, 1.338], [7.114, -1.317, -1.122], [6.354, -2.196, -2.683], [5.267, -1.367, -3.312], [3.618, -1.455, -2.290], [6.006, -3.171, -2.357], [7.186, -2.319, -3.373], [5.015, -1.757, -4.296], [5.533, -0.317, -3.397], [3.757, -3.800, 2.399], [2.741, -5.452, 2.495], [3.080, -6.367, 1.347], [2.238, -5.770, -0.297], [1.689, -5.175, 2.527], [3.024, -5.908, 3.442], [2.687, -7.366, 1.526], [4.146, -6.428, 1.156]], "gap_ev": 3.81, "total_charge": -1, "e_tot_ev": -1324542.1836}



{"formula": "C25H50Cl20O4P2", "method": "ωB97M-V/def2-TZVPD", "elements": ["C", "C", "P", "C", "C", "O", "C", "O", "P", "O", "O", "H", "H", "H", "H", "H", "H", "H", "H", "H", "H", "Cl", "C", "C", "Cl", "H", "H", "H", "H", "Cl", "C", "C", "Cl", "H", "H", "H", "H", "Cl", "C", "C", "Cl", "H", "H", "H", "H", "Cl", "C", "C", "Cl", "H", "H", "H", "H", "Cl", "C", "C", "Cl", "H", "H", "H", "H", "Cl", "C", "C", "Cl", "H", "H", "H", "H", "Cl", "C", "C", "Cl", "H", "H", "H", "H", "Cl", "C", "C", "Cl", "H", "H", "H", "H", "Cl", "C", "C", "Cl", "H", "H", "H", "H", "Cl", "C", "C", "Cl", "H", "H", "H", "H"], "xyz": [[1.676, -1.949, -3.089], [2.991, -1.758, -2.997], [3.783, -0.976, -4.423], [4.941, 0.307, -3.690], [6.459, 0.089, -3.740], [6.981, -0.038, -2.399], [7.358, -1.275, -2.029], [7.185, -1.710, -0.929], [4.773, -2.704, -5.328], [5.722, -3.488, -4.212], [5.810, -2.036, -6.427], [1.150, -2.673, -2.476], [1.113, -1.378, -3.819], [3.583, -2.014, -2.122], [4.707, 1.277, -4.126], [4.679, 0.394, -2.633], [6.933, 0.979, -4.157], [6.776, -0.752, -4.361], [7.889, -1.864, -2.800], [6.457, -2.941, -3.902], [5.988, -1.096, -6.300], [-0.157, -4.578, -1.400], [-0.017, -4.571, 0.381], [-0.204, -3.202, 0.977], [1.148, -2.101, 0.580], [0.957, -4.985, 0.633], [-0.789, -5.240, 0.758], [-0.228, -3.276, 2.065], [-1.125, -2.735, 0.637], [2.550, 1.976, -6.632], [2.551, 3.755, -6.630], [3.931, 4.330, -6.440], [4.574, 4.027, -4.804], [1.871, 4.083, -5.846], [2.155, 4.076, -7.592], [3.898, 5.410, -6.571], [4.635, 3.913, -7.156], [-3.272, -2.931, 2.771], [-4.092, -1.377, 3.093], [-4.591, -0.733, 1.829], [-3.244, -0.193, 0.794], [-3.383, -0.735, 3.606], [-4.925, -1.584, 3.762], [-5.183, 0.149, 2.070], [-5.207, -1.411, 1.243], [-4.179, 0.616, 5.824], [-3.581, 2.298, 5.851], [-3.292, 2.816, 4.467], [-1.898, 1.993, 3.718], [-2.694, 2.321, 6.478], [-4.356, 2.901, 6.322], [-3.048, 3.876, 4.522], [-4.147, 2.689, 3.807], [-1.642, -0.802, -2.610], [-1.326, 0.887, -2.139], [-1.187, 1.803, -3.329], [0.290, 1.473, -4.278], [-0.428, 0.893, -1.525], [-2.170, 1.206, -1.528], [-1.120, 2.834, -2.985], [-2.037, 1.711, -4.000], [4.877, 1.665, 1.673], [6.478, 1.070, 1.154], [7.548, 1.349, 2.176], [7.906, 3.091, 2.325], [6.711, 1.531, 0.198], [6.386, -0.004, 1.004], [8.472, 0.859, 1.875], [7.262, 0.984, 3.159], [-0.432, -2.333, 4.369], [1.279, -2.047, 4.781], [1.999, -3.320, 5.142], [1.426, -4.006, 6.685], [1.310, -1.328, 5.595], [1.745, -1.602, 3.901], [3.062, -3.117, 5.259], [1.871, -4.079, 4.374], [-5.671, 3.740, 8.514], [-4.637, 2.854, 9.667], [-3.501, 3.702, 10.176], [-2.306, 4.064, 8.903], [-4.275, 1.959, 9.167], [-5.273, 2.556, 10.499], [-2.974, 3.169, 10.965], [-3.859, 4.649, 10.573], [-4.086, 0.006, -5.131], [-3.532, -1.640, -5.529], [-4.640, -2.487, -6.099], [-5.891, -2.863, -4.886], [-3.121, -2.077, -4.622], [-2.732, -1.539, -6.261], [-4.230, -3.437, -6.440], [-5.126, -1.994, -6.937], [-7.162, 1.610, 1.545], [-8.303, 1.248, 0.220], [-8.005, -0.076, -0.437], [-6.469, -0.051, -1.336], [-8.249, 2.067, -0.493], [-9.300, 1.227, 0.656], [-8.793, -0.312, -1.150], [-7.949, -0.876, 0.298]], "gap_ev": 8.62, "smiles": "C=CP(CCOC=O)#P(O)O.ClCCCl.ClCCCl.ClCCCl.ClCCCl.ClCCCl.ClCCCl.ClCCCl.ClCCCl.ClCCCl.ClCCCl", "total_charge": 0, "e_tot_ev": -303954.2003}